The following is a quantum chemistry calculation of the molecule C4H7NO3 in a non-equilibrium geometry, from the OMol25 dataset.

Last column: Löwdin charge in e.
CARTESIAN COORDINATES (ANGSTROEM)
O1 0.822 1.163 -2.287  0.031
C1 1.022 -0.003 -2.041  -0.337
N1 0.457 -0.523 -0.902  0.036
C2 0.071 0.357 0.265  -0.196
C3 -0.992 1.354 -0.359  -0.206
O2 -2.163 1.097 -0.265  0.060
C4 -0.530 -0.570 1.389  -0.231
O3 0.401 -0.676 2.425  -0.063
H1 1.499 -0.869 -2.613  0.148
H2 0.461 -1.492 -0.612  0.113
H3 0.911 0.922 0.682  0.144
H4 -0.617 2.367 -0.572  0.121
H5 -0.833 -1.505 0.835  0.131
H6 -1.483 -0.140 1.763  0.126
H7 0.975 -1.484 2.292  0.125

- E_HOMO (eV) = -9.496
- frontier orbital gap (eV) = 9.90
- largest force on an atom (eV Å⁻¹) = 2.8
- total charge = 0
- ΔE to the lowest compared entry with this formula, charge and spin (kJ/mol) = 252.7

=====

The following is a quantum chemistry calculation of a cluster of 3 separate species, C4H12N2O in total in a non-equilibrium geometry, from the OMol25 dataset.

Last column: Löwdin charge in e.
CARTESIAN COORDINATES (ANGSTROEM)
C1 -0.936 0.993 0.381  -0.305
C2 -0.108 0.186 -0.621  -0.158
C3 -0.477 -1.282 -0.649  -0.454
C4 0.342 -2.085 -1.462  0.223
N1 -1.460 -1.698 0.039  0.216
N2 -0.454 2.302 0.577  0.047
H1 -0.769 0.488 1.341  0.120
H2 -2.001 0.918 0.186  0.112
H3 -0.300 0.579 -1.623  0.124
H4 0.958 0.294 -0.411  0.075
H5 0.007 -3.102 -1.647  0.083
H6 1.141 -1.700 -2.045  0.075
H7 -1.502 -2.725 0.050  0.079
H8 2.352 -1.556 0.774  0.030
H9 -0.585 3.003 -0.153  0.089
H10 2.790 -0.972 0.678  0.032
H11 0.537 2.261 0.938  0.038
H12 2.390 1.816 1.878  -0.066
O1 1.855 1.257 1.306  -0.359

- E_HOMO (eV) = -7.554
- frontier orbital gap (eV) = 3.44
- largest force on an atom (eV Å⁻¹) = 2.5
- total charge = 0
- ΔE to the lowest compared entry with this formula, charge and spin (kJ/mol) = 825.5

=====

The following is a quantum chemistry calculation of a cluster of 3 separate species, C18H36O12P2S in total in a non-equilibrium geometry, from the OMol25 dataset.

Last column: Löwdin charge in e.
CARTESIAN COORDINATES (ANGSTROEM)
C1 -0.098 0.710 6.940  -0.119
O1 -0.247 2.110 6.864  -0.160
C2 -1.071 2.525 5.787  -0.153
C3 -2.503 2.113 5.997  -0.123
C4 -3.184 1.020 5.621  -0.476
S1 -2.580 -0.308 4.719  0.907
C5 -4.578 1.196 6.186  -0.449
O2 -5.330 0.342 6.515  0.177
O3 -4.750 2.547 6.332  0.129
C6 -3.460 2.980 6.746  -0.356
O4 -3.281 3.842 7.540  0.200
H1 -0.962 0.227 7.413  0.086
H2 0.033 0.264 5.946  0.071
H3 0.786 0.483 7.534  0.090
H4 -1.049 3.614 5.832  0.138
H5 -0.685 2.177 4.823  0.117
H6 -3.635 -1.126 4.602  -0.103
C7 0.425 0.358 -0.575  -0.073
C8 0.728 1.654 0.150  -0.260
O5 -0.304 2.636 -0.040  -0.185
P1 -1.671 2.512 0.784  0.446
O6 -1.405 2.560 2.228  -0.218
O7 -2.272 3.979 0.432  -0.217
C9 -2.923 4.771 1.428  -0.280
C10 -2.042 5.933 1.831  -0.071
O8 -2.591 1.672 -0.179  -0.182
C11 -3.278 2.186 -1.335  -0.243
C12 -2.355 2.617 -2.449  -0.068
H7 -0.457 -0.130 -0.154  0.074
H8 1.266 -0.331 -0.501  0.073
H9 0.219 0.545 -1.629  0.072
H10 0.876 1.477 1.218  0.111
H11 1.643 2.097 -0.240  0.119
H12 -3.190 4.167 2.295  0.103
H13 -3.851 5.139 0.984  0.117
H14 -1.071 5.577 2.178  0.078
H15 -2.509 6.516 2.625  0.078
H16 -1.862 6.587 0.977  0.076
H17 -3.963 2.981 -1.050  0.114
H18 -3.897 1.357 -1.679  0.120
H19 -1.805 3.520 -2.187  0.076
H20 -2.945 2.824 -3.343  0.083
H21 -1.629 1.837 -2.679  0.072
C13 5.638 -4.254 -2.170  -0.076
C14 5.249 -3.042 -2.995  -0.265
O9 4.156 -3.320 -3.882  -0.187
P2 2.663 -3.382 -3.297  0.446
O10 2.302 -2.098 -2.685  -0.213
O11 1.876 -3.396 -4.718  -0.218
C15 0.688 -2.626 -4.912  -0.281
C16 0.972 -1.441 -5.807  -0.072
O12 2.486 -4.907 -2.946  -0.183
C17 2.212 -5.955 -3.895  -0.243
C18 3.345 -6.218 -4.858  -0.069
H22 4.838 -4.538 -1.484  0.073
H23 6.532 -4.042 -1.582  0.079
H24 5.833 -5.111 -2.814  0.071
H25 4.995 -2.198 -2.350  0.112
H26 6.081 -2.736 -3.627  0.119
H27 0.272 -2.301 -3.958  0.105
H28 -0.045 -3.286 -5.382  0.116
H29 1.776 -0.831 -5.395  0.079
H30 0.083 -0.820 -5.923  0.076
H31 1.292 -1.778 -6.794  0.076
H32 1.277 -5.763 -4.416  0.114
H33 2.044 -6.843 -3.284  0.120
H34 3.465 -5.401 -5.567  0.075
H35 3.135 -7.129 -5.419  0.083
H36 4.288 -6.341 -4.326  0.072

- E_HOMO (eV) = -9.341
- frontier orbital gap (eV) = 9.08
- largest force on an atom (eV Å⁻¹) = 5.0
- total charge = 0

=====

The following is a quantum chemistry calculation of a structure of composition C8H11NO4P2 in a non-equilibrium geometry, from the OMol25 dataset.

Last column: Löwdin charge in e.
CARTESIAN COORDINATES (ANGSTROEM)
C1 0.934 1.629 1.023  -0.156
C2 0.767 1.075 2.232  -0.137
C3 -1.417 1.260 0.463  -0.040
C4 -0.152 1.515 0.057  -0.306
C5 0.706 -3.715 -2.000  -0.031
C6 -0.588 0.569 2.627  -0.224
C7 -1.654 1.342 1.922  -0.194
C8 0.261 1.365 -1.388  -0.136
N1 0.668 -2.543 -1.588  -0.160
O1 -1.606 -1.130 -1.469  -0.270
O2 2.688 -0.835 -0.079  -0.373
O3 -0.257 -1.153 -3.640  -0.241
O4 0.792 -0.012 -1.481  -0.450
P1 1.271 -0.905 0.042  0.953
P2 -0.397 -1.380 -2.239  0.305
H1 1.960 1.931 0.718  0.132
H2 1.762 1.128 2.880  0.158
H3 -2.262 1.170 -0.242  0.129
H4 0.019 -4.079 -2.806  0.108
H5 1.413 -4.403 -1.494  0.097
H6 -0.695 -0.449 2.331  0.091
H7 -0.588 0.674 3.781  0.149
H8 -1.333 2.408 2.218  0.153
H9 -2.692 1.061 2.104  0.120
H10 1.082 2.079 -1.847  0.163
H11 -0.680 1.397 -2.125  0.161

- E_HOMO (eV) = -9.015
- frontier orbital gap (eV) = 8.97
- largest force on an atom (eV Å⁻¹) = 3.0
- total charge = 0

=====

The following is a quantum chemistry calculation of a structure of composition C9H10Br9Cl9O3, from the OMol25 dataset.

Last column: Löwdin charge in e.
CARTESIAN COORDINATES (ANGSTROEM)
C1 -0.298 3.735 -4.412  -1.595
Br1 0.342 2.905 -6.027  0.588
Br2 1.019 4.969 -3.666  0.539
Br3 -0.829 2.410 -3.112  0.592
H1 -1.160 4.351 -4.621  -0.030
C2 -3.106 -0.658 4.244  -1.568
Br4 -4.791 0.022 3.595  0.582
Br5 -1.601 0.457 3.651  0.729
Br6 -2.779 -2.502 3.803  0.578
H2 -3.067 -0.616 5.322  -0.034
C3 3.598 3.126 -0.273  -1.558
Br7 2.540 4.733 0.038  0.576
Br8 2.571 1.824 -1.237  0.618
Br9 4.323 2.438 1.393  0.602
H3 4.471 3.425 -0.835  -0.028
C4 2.273 -2.322 -2.006  -1.561
Cl1 1.585 -0.966 -2.909  0.485
Cl2 3.968 -2.060 -1.698  0.553
Cl3 2.033 -3.849 -2.899  0.498
H4 1.700 -2.429 -1.091  -0.034
C5 -2.601 -1.596 -1.200  -1.527
Cl4 -3.513 -2.182 0.200  0.507
Cl5 -3.685 -1.260 -2.557  0.531
Cl6 -1.384 -2.784 -1.644  0.541
H5 -2.079 -0.695 -0.906  -0.018
C6 0.243 -4.755 1.672  -1.527
Cl7 -1.456 -5.064 1.303  0.503
Cl8 1.227 -5.095 0.257  0.537
Cl9 0.789 -5.754 3.046  0.510
H6 0.383 -3.727 1.980  -0.005
C7 -0.734 1.943 0.552  -0.140
C8 0.412 2.110 1.553  -0.172
O1 0.730 0.760 1.913  -0.039
C9 0.134 -0.095 1.057  -0.653
O2 0.289 -1.277 1.073  0.128
O3 -0.641 0.567 0.179  -0.007
H7 -0.561 2.560 -0.326  0.060
H8 -1.708 2.120 1.002  0.119
H9 0.064 2.643 2.437  0.118
H10 1.297 2.588 1.147  0.004

- E_HOMO (eV) = -10.443
- frontier orbital gap (eV) = 10.09
- largest force on an atom (eV Å⁻¹) = 0.8
- total charge = 0

=====

The following is a quantum chemistry calculation of a cluster of 5 separate species, C11H24Cl8FS in total in a non-equilibrium geometry, from the OMol25 dataset.

Last column: Löwdin charge in e.
CARTESIAN COORDINATES (ANGSTROEM)
C1 2.849 -2.518 0.800  -0.063
C2 2.741 -1.029 0.398  -0.230
C3 1.714 -0.283 1.279  -0.515
C4 2.329 0.696 2.250  -0.101
S1 0.553 0.706 0.257  1.199
C5 -1.070 -0.156 0.157  -0.497
F1 -1.606 0.270 -1.018  -0.013
C6 -1.002 -1.660 0.202  -0.187
C7 -1.076 -2.254 1.615  -0.143
H1 3.886 -2.796 0.781  0.078
H2 2.468 -2.701 1.797  0.076
H3 2.298 -3.134 0.109  0.075
H4 2.409 -1.024 -0.629  0.086
H5 3.714 -0.566 0.442  0.116
H6 1.151 -1.020 1.832  0.087
H7 1.604 0.947 3.013  0.090
H8 2.616 1.613 1.759  0.018
H9 3.185 0.275 2.757  0.105
H10 1.032 0.600 -0.995  0.026
H11 -1.670 0.266 0.955  0.135
H12 -0.106 -1.997 -0.306  0.109
H13 -1.823 -2.016 -0.399  0.129
H14 -1.891 -2.936 1.752  0.019
H15 -1.183 -1.501 2.383  0.037
H16 -0.143 -2.752 1.816  0.053
C8 3.054 4.312 -0.238  -0.989
Cl1 3.743 4.133 1.380  0.543
Cl2 3.306 2.855 -1.217  0.507
H17 1.987 4.477 -0.144  0.017
H18 3.525 5.153 -0.730  0.034
C9 -1.835 -4.491 4.715  -0.964
Cl3 -1.621 -5.136 3.077  0.553
Cl4 -1.866 -2.718 4.747  0.546
H19 -2.776 -4.854 5.109  0.031
H20 -1.011 -4.834 5.328  0.030
C10 -1.629 3.175 -2.414  -1.038
Cl5 -1.228 3.138 -4.134  0.542
Cl6 -1.333 4.763 -1.699  0.525
H21 -2.677 2.927 -2.294  0.033
H22 -1.012 2.449 -1.904  -0.025
C11 -4.185 1.981 -6.510  -1.044
Cl7 -5.663 2.947 -6.463  0.509
Cl8 -4.529 0.254 -6.673  0.499
H23 -3.590 2.298 -7.357  0.026
H24 -3.640 2.139 -5.587  -0.024

- E_HOMO (eV) = -12.478
- frontier orbital gap (eV) = 9.36
- largest force on an atom (eV Å⁻¹) = 1.3
- total charge = +1